{
  "formula": "C5H9F",
  "method": "wB97M-V/def2-TZVPD",
  "elements": ["C", "C", "C", "C", "C", "H", "H", "H", "H", "H", "H", "H", "H", "H", "F"],
  "coordinates": [[1.907113, -0.481745, -0.213239], [0.901277, 0.466604, 0.398341], [-0.476065, -0.216475, 0.515486], [-1.311661, -0.413790, -0.710542], [-1.803964, 0.584942, 0.232210], [1.409598, -1.283317, -0.670107], [2.663688, 0.081278, -0.770949], [2.297437, -1.012352, 0.666887], [1.250025, 0.927565, 1.363825], [-0.514819, -1.095218, 1.230418], [-0.969500, 0.143196, -1.608432], [-1.836818, -1.336162, -0.866788], [-2.528120, 0.483052, 0.990957], [-1.604326, 1.491061, -0.208009], [0.616128, 1.661360, -0.350061]],
  "forces_ev_per_angstrom": [[0.424, 1.190, 1.697], [-1.757, 1.079, 0.751], [-0.350, -0.059, 0.442], [0.379, -0.210, -1.448], [1.839, -1.595, 1.762], [-0.595, -0.673, -1.709], [-0.042, -0.636, 0.034], [0.697, 0.411, -0.165], [-0.283, -0.851, -0.723], [-0.093, 1.382, -0.711], [-0.099, -1.068, 0.383], [0.039, -0.359, -0.159], [-1.096, -0.211, 0.225], [0.020, 2.405, 0.006], [0.917, -0.804, -0.386]],
  "e_tot_ev": -8046.794,
  "homo_lumo_gap_ev": 11.0412,
  "total_charge": 0,
  "smiles": "C[C@@H](F)C1CC1",
  "e_lumo_ev": 1.17
}

***

{
  "formula": "C43H58FeGe2N6O2S2Si3",
  "method": "wB97M-V/def2-TZVPD",
  "elements": ["Fe", "N", "N", "C", "O", "O", "H", "H", "H", "S", "N", "C", "C", "C", "C", "C", "N", "C", "C", "N", "C", "C", "C", "C", "C", "N", "H", "H", "H", "H", "H", "H", "C", "Si", "C", "C", "Ge", "Si", "C", "C", "C", "Si", "C", "C", "C", "H", "H", "H", "H", "H", "H", "H", "H", "H", "H", "H", "H", "H", "H", "H", "H", "H", "H", "H", "H", "H", "H", "H", "H", "H", "H", "H", "C", "Ge", "C", "C", "C", "C", "C", "C", "C", "C", "C", "C", "C", "C", "C", "C", "C", "C", "C", "C", "H", "H", "H", "H", "H", "H", "H", "H", "H", "H", "H", "H", "H", "H", "H", "H", "C", "S", "C", "H", "H", "H", "H", "H", "H"],
  "coordinates": [[-0.580158, -0.066839, 1.824927], [0.740947, -0.200719, -0.198909], [0.908594, -1.531014, -0.864258], [1.745954, -1.475785, -2.003837], [1.490343, -2.316854, -3.042573], [2.665515, -0.639849, -2.080866], [0.891135, 0.463456, -1.031613], [1.655798, -0.076698, 0.251466], [-0.051729, -1.833170, -0.950690], [-5.375168, -5.466796, 0.560539], [-5.401190, -3.922760, 0.056416], [-4.288296, -3.349777, 0.536033], [-3.816991, -2.018512, 0.215536], [-4.269617, -1.232189, -0.867042], [-3.672923, 0.011044, -1.154751], [-2.653560, 0.496177, -0.324729], [-2.129299, -0.350872, 0.609347], [-2.589106, -1.647661, 0.779480], [-1.771798, -2.552051, 1.574573], [-0.589020, -2.034270, 2.030151], [0.181520, -2.799619, 2.851129], [-0.265517, -4.077211, 3.276740], [-1.553216, -4.611268, 2.854257], [-2.261157, -3.813516, 1.973226], [-3.497592, -4.197970, 1.308050], [-3.968435, -5.431514, 1.396023], [-5.031714, -1.587322, -1.576422], [-4.040790, 0.635373, -1.949906], [-2.367998, 1.546028, -0.264004], [1.240545, -2.493737, 3.009797], [0.403097, -4.618032, 3.912547], [-1.907629, -5.583622, 3.166238], [2.967616, 2.212476, -4.396835], [3.398124, 0.434010, -5.129368], [3.610587, 0.619169, -7.019785], [4.985468, -0.451728, -4.557670], [1.840352, -1.478923, -4.746237], [-0.477375, -0.701268, -5.419352], [-0.415885, 1.137624, -5.168442], [-1.604716, -1.615158, -4.157370], [-0.921589, -1.256991, -7.108303], [2.564562, -3.640487, -5.793798], [3.454482, -4.782359, -4.508540], [4.042427, -3.318153, -6.981247], [1.059044, -4.532080, -6.497279], [3.730489, 2.906971, -4.737555], [3.026284, 2.134245, -3.274744], [1.969589, 2.561412, -4.714616], [4.079509, -0.313907, -7.389221], [4.338796, 1.456700, -7.246445], [2.678083, 0.749548, -7.563642], [5.786073, -0.169938, -5.301823], [4.930417, -1.540413, -4.485072], [5.245292, -0.155926, -3.539143], [-0.151503, 1.767521, -6.051666], [0.285775, 1.372862, -4.338975], [-1.419660, 1.400183, -4.858185], [-2.010070, -0.946959, -3.426069], [-1.279045, -2.540724, -3.658955], [-2.445576, -1.983029, -4.752935], [-2.047989, -1.282813, -7.112717], [-0.538791, -2.268243, -7.306228], [-0.568669, -0.577008, -7.813027], [4.384714, -4.291002, -4.256594], [3.736010, -5.741040, -4.893965], [2.852837, -4.961587, -3.610734], [3.889878, -2.559271, -7.777122], [4.308234, -4.302648, -7.512949], [4.876010, -2.901060, -6.368675], [1.424093, -5.376461, -7.103475], [0.359486, -4.028866, -7.146139], [0.588595, -4.905410, -5.574497], [0.213077, 1.869764, 2.243139], [-0.888167, 2.182585, 3.951688], [-1.148698, 0.461654, 4.802562], [0.060370, -0.090816, 5.304525], [0.144947, -1.022821, 6.343734], [-1.065939, -1.487872, 6.875794], [-2.269922, -1.058166, 6.300947], [-2.304727, -0.125244, 5.266512], [-2.562196, 3.249081, 4.106820], [-3.391513, 3.061443, 5.190255], [-4.590025, 3.774115, 5.308962], [-4.769863, 4.845256, 4.468452], [-3.932622, 5.073435, 3.357775], [-2.755596, 4.262479, 3.182834], [-0.006290, 3.248328, 5.387958], [-0.497346, 4.523155, 5.657153], [-0.085446, 5.286272, 6.734936], [1.096177, 4.968808, 7.357339], [1.619639, 3.705474, 7.082009], [1.171328, 2.916690, 6.039171], [-0.122312, 2.551500, 1.460649], [1.006990, 0.193798, 4.847400], [1.078459, -1.336787, 6.784607], [-1.109928, -2.016596, 7.799515], [-3.222703, -1.496105, 6.667990], [-3.260360, 0.239739, 4.870372], [-3.075047, 2.328908, 5.943092], [-5.427976, 3.436731, 5.919350], [-5.670188, 5.473973, 4.546390], [-4.237068, 5.790011, 2.559422], [-2.072071, 4.469676, 2.309266], [-1.198202, 4.945299, 4.965215], [-0.543007, 6.238016, 6.945270], [1.591045, 5.563257, 8.104883], [2.561332, 3.414279, 7.598029], [1.773427, 2.058460, 5.738854], [2.457695, 2.607852, 0.461093], [2.041602, 2.194899, 2.246953], [2.324488, 3.835567, 2.984250], [1.673922, 2.311306, -0.277690], [3.297480, 2.042050, 0.160500], [2.573796, 3.678386, 0.385086], [2.219475, 4.607517, 2.210753], [3.333692, 3.881788, 3.416334], [1.595771, 3.991138, 3.812366]],
  "forces_ev_per_angstrom": [[1.239, 1.269, 0.199], [2.220, -0.241, -2.283], [0.246, 1.499, -0.574], [-0.132, 0.328, -0.688], [0.155, 1.467, 1.460], [-1.106, -0.708, 0.383], [-0.745, -0.788, 1.460], [-0.357, -0.155, 0.229], [0.077, -0.767, -0.460], [-0.440, -0.711, 0.016], [-0.669, 0.561, -0.768], [0.293, 2.057, -0.645], [-0.570, -1.545, -0.993], [-0.313, 0.396, -0.708], [0.413, 0.148, 0.920], [-0.946, -1.445, 0.239], [-0.109, 0.041, 0.080], [1.370, 0.499, 0.617], [-1.158, 1.561, -0.499], [1.294, -0.372, 1.137], [-1.009, -1.804, -0.732], [-0.258, 1.224, -0.633], [1.284, 1.450, -0.131], [-0.013, -0.518, -0.230], [0.094, -1.313, 0.952], [0.444, -0.465, 0.543], [0.193, -0.061, 0.724], [-0.200, 0.109, -0.251], [0.196, -0.275, -0.232], [-1.037, 0.032, 0.203], [0.158, -0.464, 0.287], [-0.027, 0.058, -0.073], [0.225, -1.547, 0.699], [-0.393, -0.654, 0.356], [0.873, 0.000, 0.192], [0.758, 1.027, -0.368], [-0.785, -0.276, -0.982], [1.583, -1.816, 2.072], [0.246, 0.672, -0.102], [-0.014, -0.326, -1.146], [-1.700, -1.294, 0.811], [0.969, 0.563, 0.343], [-1.109, 0.871, -0.073], [-0.098, -0.360, -0.827], [0.867, -0.592, 0.135], [0.077, 0.167, -0.049], [-0.212, 0.187, -1.037], [0.556, -0.196, 0.164], [-0.209, 0.412, 0.129], [-0.906, -0.764, 0.196], [-0.032, 0.247, -0.082], [-0.416, -0.323, 0.985], [-0.336, 0.130, -0.386], [0.267, 0.270, -0.113], [-0.107, -0.596, 0.570], [-0.578, -0.132, -0.478], [-0.287, 0.465, 0.180], [-0.264, 0.400, 0.673], [0.553, 0.570, -0.116], [-0.291, 0.217, -0.028], [0.974, -0.022, -0.349], [-0.244, 0.432, 0.004], [0.537, 1.058, -1.521], [0.186, 0.264, 0.349], [0.001, -0.653, -0.578], [0.188, 0.204, -0.056], [-0.190, -0.479, 0.345], [-0.036, 1.399, 0.901], [-0.380, -0.701, -0.411], [-0.079, -0.070, 0.399], [-0.169, 0.425, 0.181], [-0.278, -0.062, -0.498], [0.145, 0.610, 0.458], [0.217, -0.116, -0.355], [1.746, -0.858, 0.718], [0.390, -0.290, -0.070], [-1.445, 0.300, -0.278], [-0.297, 1.319, -0.670], [-0.421, -0.864, 0.221], [-0.928, 0.402, 0.148], [1.586, -0.252, -1.360], [-0.561, -0.640, 0.565], [0.578, -0.387, 0.068], [-0.761, 0.844, -1.782], [1.083, -0.464, -0.260], [-2.042, 1.392, -0.652], [0.851, 0.537, -0.912], [-0.642, -0.311, 0.210], [0.772, 1.166, -0.719], [-0.276, -1.754, 0.781], [2.280, 0.357, 0.092], [-0.096, -0.546, 0.733], [-0.151, 0.210, -0.019], [-0.070, 0.277, 0.060], [0.201, -0.002, -0.221], [0.116, -0.768, 0.310], [0.742, 0.458, -0.236], [0.251, -0.364, 0.244], [-0.529, 0.082, -0.349], [0.569, 0.312, 0.476], [0.346, -0.452, -0.006], [0.437, -0.351, 0.975], [-0.852, -0.516, 1.029], [-0.689, 0.086, 0.270], [-0.224, 0.241, -0.138], [-0.217, 0.296, 0.232], [-0.706, 0.174, -0.408], [-0.369, -0.076, 0.322], [-1.844, -0.253, 0.203], [-1.411, -0.013, -0.450], [0.035, 0.495, 0.284], [0.101, 0.162, 1.138], [1.245, -0.334, -0.026], [0.332, 0.149, 0.034], [-0.111, -0.156, 0.334], [-0.207, -0.074, -0.223], [0.494, -0.215, -0.795]],
  "e_tot_ev": -251286.605,
  "homo_lumo_gap_ev": [2.2586, 4.0719],
  "total_charge": -1,
  "e_lumo_ev": [1.59, 1.58],
  "multiplicity": 6
}